DFT (ωB97M-V/def2-TZVPD) results for C45H47N3O6P2SrTe as an isolated structure at a distorted geometry.

The geometry in XYZ format:
```
105
Properties=species:S:1:pos:R:3
Sr -0.76580 0.02568 0.35627
C -4.29784 3.22434 1.81304
C -3.36019 2.31807 1.07333
N -2.32888 1.75281 1.71011
N -2.08679 2.12898 2.91977
C -0.93028 1.63040 3.37565
O -0.04572 1.06527 2.64544
C -0.63719 1.91030 4.81548
C 0.45373 1.39204 5.47147
C 0.66133 1.59022 6.82418
C -0.22137 2.26811 7.60416
C -1.35114 2.78090 7.00997
C -1.57033 2.60769 5.62396
C -3.61003 1.94875 -0.29322
C -4.66439 2.62816 -0.97843
C -4.91894 2.34622 -2.30427
C -4.10809 1.47204 -2.98706
C -3.18161 0.72252 -2.26598
N -2.90525 0.98088 -0.97936
H -4.07478 3.10810 2.91637
H -5.35000 2.94911 1.62102
H -4.15963 4.28889 1.60035
H 1.21753 0.85060 4.89307
H 1.58125 1.21905 7.27528
H 0.02872 2.45702 8.64217
H -2.12589 3.34990 7.55235
H -2.48375 3.05683 5.21912
H -5.19883 3.45067 -0.47375
H -5.73172 2.87796 -2.84575
H -4.21464 1.37180 -4.05850
H -2.56270 -0.04775 -2.72906
O -0.30244 -4.08353 5.17545
C -0.49422 -3.28766 4.26836
C 0.60504 -2.57968 3.55174
O 1.73426 -2.30073 3.93186
C 0.01299 -2.27081 2.22112
C -1.48067 -2.34466 2.30297
O -2.22307 -1.89750 1.36516
C -1.85059 -2.89575 3.61554
O -2.95990 -3.10602 4.14629
O 0.64280 -1.75823 1.21846
C -3.14687 -3.76128 -1.54273
C -2.21023 -4.32726 -2.62333
C -2.74519 -5.34642 -3.41997
C -2.00975 -5.97288 -4.39348
C -0.65485 -5.64216 -4.55429
C -0.05738 -4.63492 -3.79278
C -0.82891 -3.96773 -2.82226
P 0.07038 -2.72165 -1.83682
C 1.52687 -3.76888 -1.34429
C 2.74186 -3.69397 -2.01455
C 3.82010 -4.49271 -1.63991
C 3.69678 -5.39292 -0.62954
C 2.47805 -5.52833 0.03289
C 1.37315 -4.74438 -0.33251
C 0.15470 -4.94348 0.52162
C 0.81087 -1.59879 -3.05351
C 0.61163 -1.75264 -4.45310
C 1.26970 -0.86423 -5.32081
C 2.13146 0.10264 -4.83318
C 2.28271 0.30353 -3.49220
C 1.58508 -0.53763 -2.54034
C 1.82118 -0.23374 -1.19891
H -3.59985 -4.56510 -0.97403
H -3.98754 -3.19857 -1.99537
H -2.57722 -3.08001 -0.94051
H -3.76337 -5.68601 -3.30971
H -2.47151 -6.70500 -5.05843
H -0.05864 -6.03560 -5.36182
H 0.99024 -4.35378 -4.01323
H 2.86024 -2.98191 -2.85077
H 4.77953 -4.34450 -2.14626
H 4.52990 -6.04823 -0.28340
H 2.36385 -6.28536 0.84939
H 0.32492 -4.71580 1.56599
H -0.11101 -6.05871 0.49538
H -0.68224 -4.36136 0.16785
H -0.06211 -2.47658 -4.83487
H 1.17155 -0.98660 -6.42735
H 2.77205 0.65720 -5.51492
H 2.96110 1.03509 -3.14203
H 2.33004 0.72566 -1.05419
H 2.03274 -0.92376 -0.41911
C 0.90695 6.36095 -1.84659
Te 0.01737 4.44370 -1.40333
C -0.76393 3.91802 -3.32406
H 1.02447 6.87308 -0.90009
H 0.15954 6.88168 -2.47694
H 1.83309 6.36434 -2.41368
H 0.02280 3.87551 -4.02790
H -1.57380 4.58483 -3.66158
H -1.19453 2.93311 -3.19104
C 5.57952 4.91704 0.88457
P 3.73928 4.89797 0.82822
C 3.43817 5.86653 2.37565
C 3.43744 3.17231 1.39532
H 5.92026 4.40317 1.79447
H 5.85714 5.96158 0.91737
H 6.11774 4.48761 0.03294
H 3.81820 5.33625 3.27575
H 2.36339 6.06458 2.48729
H 3.91897 6.82584 2.31515
H 4.09699 3.03949 2.29929
H 3.60703 2.45589 0.56626
H 2.40889 3.04433 1.76019
```

Its net charge is -2. As for the gap between HOMO and LUMO: 4.30 eV. The multiplicity is 1. For the relative energy (zero: lowest compared OMol25 entry of this formula, charge and spin), the calculation gives 5.6 kJ/mol.

DFT (ωB97M-V/def2-TZVPD) results for C45H48AlBrCl8F4N3O11 as an isolated structure at a distorted geometry.

The geometry in XYZ format:
```
121
Properties=species:S:1:pos:R:3
C -3.56281 1.56064 -0.70032
C -3.05598 0.23057 -0.13778
C -3.64600 -0.26929 1.01145
C -3.22623 -1.46826 1.57501
C -2.22974 -2.19867 0.95404
C -1.60409 -1.73968 -0.19561
C -2.01390 -0.50712 -0.72294
C -1.25982 -0.01662 -1.94533
N 0.01228 0.66334 -1.53491
C -0.01535 1.99550 -1.38197
C 1.11020 2.67877 -1.00349
C 2.28274 1.95814 -0.79178
C 3.50415 2.71119 -0.40546
C 3.98200 2.63489 0.90309
C 5.11277 3.34074 1.23664
N 5.75475 4.09584 0.32522
C 6.96498 4.80526 0.74266
C 6.57445 5.81996 1.83268
C 6.39060 7.22759 1.32655
O 5.28582 6.25938 1.75828
C 5.27949 4.18837 -0.91733
C 4.15223 3.50908 -1.32739
C 2.30318 0.58490 -0.97025
C 1.13057 -0.04134 -1.35297
H -2.94809 2.41258 -0.42842
H -4.56276 1.70945 -0.30245
H -3.66436 1.43763 -1.79880
H -4.44724 0.25483 1.50942
H -3.68320 -1.81870 2.48553
H -1.90431 -3.14682 1.35608
H -0.81467 -2.31107 -0.65889
H -1.80715 0.75674 -2.47113
H -1.02470 -0.83055 -2.62147
H -0.93876 2.50766 -1.58841
H 1.09578 3.75255 -0.90046
H 3.46317 2.02483 1.62398
H 5.49183 3.29650 2.24013
H 7.70326 4.13785 1.17035
H 7.39050 5.37613 -0.07226
H 7.02750 5.70509 2.80503
H 6.12779 8.03925 1.98296
H 6.16058 7.19850 0.27114
H 5.79023 4.81932 -1.62905
H 3.76359 3.56997 -2.34158
H 3.20605 0.00979 -0.84438
H 1.16855 -1.10535 -1.50927
Cl -6.11338 3.94887 -0.21186
C -6.54071 4.21578 1.45685
C -5.77947 3.72511 2.50823
Cl -4.31790 2.80833 2.26241
C -6.17712 3.96246 3.81361
C -7.32909 4.68731 4.06925
C -8.08492 5.18189 3.01733
C -7.68992 4.94594 1.71185
H -5.58879 3.58062 4.63587
H -7.63846 4.86666 5.08982
H -8.98308 5.75052 3.21244
H -8.27873 5.32909 0.89014
C 1.61407 0.05402 -4.54430
C 2.98555 0.59947 -4.88523
O 3.60542 -0.20096 -5.90046
C 3.24872 0.07880 -7.15587
O 2.46468 0.91049 -7.49201
C 4.03176 -0.81752 -8.12977
F 4.07350 -2.08369 -7.68872
F 5.28730 -0.37758 -8.24693
F 3.46780 -0.81374 -9.32810
H 1.67361 -1.00354 -4.26523
H 1.18489 0.62081 -3.72497
H 0.94370 0.12776 -5.40117
H 3.64681 0.54704 -4.02046
H 2.92791 1.64433 -5.18779
C -1.21183 -8.26171 -0.64226
C -2.52499 -7.82882 -0.32937
C -2.85377 -6.51953 -0.53536
C -1.89602 -5.61577 -1.04118
C -0.60109 -6.03899 -1.33607
C -0.24088 -7.35187 -1.13447
H -0.96574 -9.35514 -0.52173
H -3.25471 -8.52948 0.05509
H -3.85249 -6.17273 -0.30603
H -2.17490 -4.58012 -1.18767
H 0.12569 -5.33954 -1.72456
H 0.76078 -7.69167 -1.35495
Br -0.04220 -9.26633 0.96246
C -4.65845 -5.51496 4.54827
C -4.25199 -5.91342 3.15082
O -3.38602 -4.84959 2.76461
C -2.82135 -4.37377 3.92058
O -1.87200 -3.66405 3.94959
O -3.49091 -4.81389 4.99883
F -5.30498 -5.94376 2.29796
H -5.51410 -4.83898 4.54643
H -4.87587 -6.36378 5.19020
H -3.71323 -6.86101 3.09174
C -6.15166 2.50085 8.07165
N -7.35560 2.24417 7.23103
O -8.34481 2.90183 7.45570
O -7.25496 1.38729 6.37335
H -6.39165 3.28155 8.78345
H -5.90383 1.57313 8.57795
H -5.34880 2.80909 7.40865
C 1.99028 4.79935 -3.29643
O 0.90568 5.39476 -3.29884
O 3.08856 5.59305 -2.88962
O 2.24821 3.60420 -3.56111
H 2.61339 6.42705 -2.75384
Al -5.09052 1.44031 -3.15234
Cl 7.60923 1.70099 2.31171
C 7.35839 -0.06814 2.33975
C 7.41456 -0.66230 0.95741
Cl 6.01681 -0.16204 -0.04348
H 6.40481 -0.26266 2.82364
H 8.14941 -0.49120 2.95573
H 7.38900 -1.74796 1.02260
H 8.31906 -0.37028 0.43098
C 2.10845 -8.86435 -4.04021
Cl 0.77314 -7.76405 -4.44585
Cl 1.61668 -9.88598 -2.66890
Cl 2.47803 -9.87571 -5.41920
Cl 3.52519 -7.92164 -3.57780
```

Its net charge is +3. As for the gap between HOMO and LUMO: 3.03 eV. The multiplicity is 1.

DFT (ωB97M-V/def2-TZVPD) results for C45H48AsBBiBrN5PS as an isolated structure.

The geometry in XYZ format:
```
104
Properties=species:S:1:pos:R:3
Bi 0.96036 -0.97979 1.86815
N -0.16146 4.82233 3.36442
C 1.20155 4.26283 3.04001
C 1.18638 2.73760 3.16425
N 2.28820 2.08558 2.47953
H -0.16615 5.84276 3.32333
H -0.48055 4.54512 4.29438
H -0.83841 4.48387 2.65901
H 1.91867 4.73359 3.70959
H 1.40753 4.56374 2.01354
H 0.25063 2.36453 2.73467
H 1.19970 2.44469 4.21566
H 3.18710 2.28404 2.90205
H 2.32394 2.36951 1.50765
S 0.79259 -6.98530 5.46924
C 0.73552 -5.46386 4.61736
C -0.35738 -4.59620 4.60064
C -0.28033 -3.43527 3.86464
N 0.79950 -3.08946 3.15175
C 1.85418 -3.92040 3.17049
C 1.86749 -5.09607 3.88017
C -0.81978 -7.04788 6.21956
C -1.02840 -6.48072 7.46716
C -2.30188 -6.56574 8.01599
N -3.32268 -7.16363 7.40999
C -3.10185 -7.71766 6.22124
C -1.86980 -7.69002 5.58095
H -1.26285 -4.82101 5.14570
H -1.12398 -2.75812 3.82919
H 2.71446 -3.63017 2.57890
H 2.74496 -5.72827 3.85680
H -0.22518 -5.99232 8.00196
H -2.50417 -6.13764 8.99085
H -3.94813 -8.20757 5.75441
H -1.73517 -8.16097 4.61671
C -0.87216 -0.19060 -1.51893
C -1.15233 0.34321 -2.92768
As -2.01327 2.13125 -3.03962
C -2.86731 1.83829 -4.76220
C -2.18925 1.93351 -5.97400
C -2.85280 1.67135 -7.16383
C -4.19424 1.31280 -7.14960
C -4.87546 1.22111 -5.94493
C -4.21447 1.48804 -4.75357
C -0.52792 3.26601 -3.61919
C 0.75951 2.83637 -3.92190
C 1.75233 3.75027 -4.26119
C 1.46371 5.10545 -4.31765
C 0.17318 5.54387 -4.04440
C -0.80890 4.63054 -3.69252
P 0.41613 0.59336 -0.48435
C 1.93169 0.66092 -1.47013
C 2.98532 1.53165 -1.18530
C 4.17344 1.46157 -1.89680
C 4.33129 0.50910 -2.89386
C 3.30240 -0.38066 -3.16551
C 2.11499 -0.31191 -2.45385
C -0.22345 2.26513 -0.12205
C -1.41858 2.29329 0.60658
C -2.08116 3.49096 0.83068
C -1.53073 4.68501 0.36580
C -0.31774 4.66979 -0.31187
C 0.32566 3.46442 -0.57515
H -0.61350 -1.25438 -1.54801
H -1.78282 -0.13003 -0.91607
H -1.90203 -0.31710 -3.36776
H -0.28183 0.28666 -3.57814
H -1.14538 2.22384 -5.99668
H -2.32355 1.75075 -8.10446
H -4.70970 1.11188 -8.07932
H -5.92301 0.95066 -5.93188
H -4.75546 1.42863 -3.81568
H 1.01523 1.78587 -3.90477
H 2.74791 3.39618 -4.49834
H 2.23188 5.81529 -4.59530
H -0.06850 6.59688 -4.11545
H -1.81149 4.98493 -3.47483
H 2.88672 2.29317 -0.42431
H 4.97426 2.15542 -1.67743
H 5.25618 0.45647 -3.45282
H 3.42563 -1.13790 -3.92916
H 1.33381 -1.02849 -2.66980
H -1.88726 1.37290 0.94135
H -3.04867 3.48022 1.31854
H -2.06825 5.61790 0.49204
H 0.09463 5.58670 -0.71316
H 1.20688 3.46860 -1.20080
Br 4.45175 -4.49762 -2.84497
C 3.48295 -3.58501 -1.51347
C 2.13473 -3.86604 -1.33436
C 1.41382 -3.16750 -0.37597
C 2.04375 -2.19369 0.39289
C 3.39873 -1.93164 0.21306
C 4.12622 -2.63191 -0.73844
H 1.65511 -4.62405 -1.93895
H 0.36354 -3.39613 -0.23251
H 3.91081 -1.17528 0.80059
H 5.17879 -2.43234 -0.88551
B -3.59690 -0.65538 1.28837
C -2.16991 -1.27060 1.33466
N -1.06957 -1.65176 1.36776
H -4.40579 -1.53689 1.39436
H -3.60792 0.12005 2.22340
H -3.65627 -0.08554 0.21845
```

Its net charge is +2. As for the gap between HOMO and LUMO: 7.05 eV. The multiplicity is 1. For the relative energy (zero: lowest compared OMol25 entry of this formula, charge and spin), the calculation gives 0.0 kJ/mol.

DFT (ωB97M-V/def2-TZVPD) results for C45H48BCl2IKN11O3P2S2 as an isolated structure at a distorted geometry.

The geometry in XYZ format:
```
116
Properties=species:S:1:pos:R:3
K 0.73324 -0.41785 -0.39105
Cl 5.42681 -0.72176 -3.26198
C 5.36434 -1.22617 -1.64535
C 6.52148 -1.70317 -1.03371
C 6.45729 -2.35758 0.15869
Cl 7.96201 -2.78684 1.01301
C 5.22151 -2.54428 0.83207
C 5.05658 -3.18006 2.08628
C 3.81442 -3.24582 2.64441
C 2.78412 -2.49755 2.07738
N 2.88739 -1.88972 0.87501
C 4.07906 -1.90955 0.23940
C 4.10577 -1.28838 -1.05957
O 2.99228 -0.89165 -1.53918
H 7.45638 -1.63371 -1.61212
H 5.88575 -3.70742 2.50078
H 3.65206 -3.88095 3.48407
H 1.81424 -2.39524 2.52575
B -0.34275 3.77931 -0.60036
N 1.15401 3.40544 -0.62379
C 2.21969 4.19782 -0.32071
C 3.41147 3.50424 -0.51378
C 2.93061 2.16755 -0.78656
N 1.59553 2.15498 -0.91813
N -0.77527 3.88149 -2.09785
C 0.01310 4.01042 -3.18192
C -0.80022 4.14646 -4.26869
C -2.11330 4.02164 -3.79011
N -2.12863 3.92837 -2.46283
H -0.41030 4.85783 0.00474
H -0.99495 2.96863 -0.05566
H 2.04136 5.24808 -0.14213
H 4.40925 3.89368 -0.29823
H 3.50083 1.25109 -0.99820
H 1.11045 4.10875 -3.12863
H -0.39352 4.28668 -5.28209
H -3.08797 4.04484 -4.28991
S -1.45703 -4.99923 1.89776
C -0.86660 -3.48004 1.79668
N -0.50459 -2.35872 1.82169
I 0.39632 -4.41204 6.85112
C -1.14549 -3.43252 5.84125
C -1.05011 -2.13055 5.39596
N -2.26187 -1.87063 4.86222
N -3.08509 -2.93635 4.83322
C -2.38794 -3.88300 5.41218
H -0.34510 -1.35400 5.51693
H -2.48657 -1.02434 4.30870
H -2.73224 -4.90998 5.49658
O -1.87786 -0.25204 -1.30186
P -1.86706 -0.95150 -2.64643
C -0.28932 -0.97578 -3.49390
C 0.34082 -2.07706 -4.09174
C 1.54767 -1.89948 -4.72700
C 2.16927 -0.65381 -4.73509
C 1.57985 0.41817 -4.10487
C 0.34211 0.28607 -3.55232
C -2.61944 -2.64410 -2.52453
C -2.54973 -3.31137 -1.31866
C -3.08101 -4.62073 -1.22837
C -3.64292 -5.20456 -2.35209
C -3.69077 -4.54354 -3.57161
C -3.15969 -3.31044 -3.64024
C -2.90403 0.00583 -3.82845
C -4.10953 0.54660 -3.40279
C -4.89219 1.28907 -4.25670
C -4.52319 1.52487 -5.56880
C -3.21285 1.06996 -6.00329
C -2.47871 0.31435 -5.13225
H -0.15392 -3.03708 -4.10101
H 2.03358 -2.78949 -5.18786
H 3.19890 -0.54797 -5.13312
H 2.08199 1.39090 -4.22791
H -0.10393 1.19646 -3.16091
H -2.07916 -2.79273 -0.46824
H -3.13252 -5.15165 -0.28333
H -4.05835 -6.23581 -2.28190
H -4.07055 -5.05082 -4.45995
H -3.18838 -2.75302 -4.60318
H -4.35791 0.42225 -2.37739
H -5.84216 1.62879 -3.88318
H -5.20211 2.15466 -6.20833
H -2.80269 1.44430 -6.95009
H -1.49438 -0.00708 -5.51010
C 1.37660 3.85088 4.23487
N 2.52239 2.99747 3.97496
C 2.48544 1.84915 4.88067
N 1.21488 1.11672 4.96041
C 0.19895 2.11119 5.27132
N 0.07447 3.27351 4.32492
C -0.34756 2.66379 3.05715
P 0.85435 1.47315 2.26213
C 2.44246 2.40070 2.60722
C 1.02267 0.37974 3.74609
H 1.38731 4.58149 3.43273
H 1.53396 4.47925 5.18622
H 2.71479 2.20090 5.90261
H 3.22204 1.11862 4.55797
H 0.49877 2.54912 6.25503
H -0.80495 1.68163 5.29439
H -0.46623 3.47519 2.33600
H -1.30925 2.18499 3.30082
H 2.60121 3.14092 1.82033
H 3.26370 1.68252 2.40879
H 1.93087 -0.17997 3.56941
H 0.18292 -0.30257 3.84785
C -3.54666 -1.22975 1.55494
S -2.41974 0.16951 1.80251
C -3.46477 1.49244 1.07021
O -2.47634 0.37093 3.30767
H -3.78450 -1.30104 0.49490
H -4.41029 -0.93159 2.14828
H -3.09542 -2.20675 1.91963
H -3.24685 1.50297 0.00490
H -3.17234 2.44495 1.50116
H -4.52054 1.28958 1.10803
```

Its net charge is -2. As for the gap between HOMO and LUMO: 6.13 eV. The multiplicity is 1.

| no. | LUMO (eV) |
| --- | --- |
| 1 | 3.2 |
| 2 | -10.2 |
| 3 | -5.2 |
| 4 | 3.5 |